Entry 1:
Here is a 8-piece molecular cluster, C39H57BrF21NO15P overall at a distorted geometry from the Open Molecules 2025 dataset. Energies are from ωB97M-V/def2-TZVPD.

Last column: Mulliken charge in e.
Positions of all 135 atoms, in Å:
C1 0.42723 -3.33872 0.87712  -1.096
P1 -0.25989 -4.27082 -0.59242  0.089
C2 -0.34249 -3.09885 -2.05396  -0.879
C3 0.94546 -5.69378 -0.95612  0.979
Br1 2.42574 -5.18506 -2.18126  -0.056
C4 1.53840 -6.17975 0.41113  -2.279
C5 2.08583 -7.64510 0.42428  1.942
C6 3.60815 -7.54220 0.83327  -1.841
C7 1.38893 -8.42329 1.58152  -1.891
N1 2.06900 -8.31613 -0.88582  0.531
O1 2.40776 -9.56128 -0.78541  -0.605
C8 0.76356 -8.25511 -1.58460  1.825
C9 -0.27039 -9.33890 -1.16387  -1.767
C10 1.07925 -8.53444 -3.11105  -1.494
C11 0.05845 -6.85768 -1.53092  -1.779
H1 0.55558 -3.98616 1.75855  0.347
H2 -0.28361 -2.54148 1.17503  0.365
H3 1.37744 -2.82894 0.60890  0.342
H4 -0.03221 -2.10251 -1.69837  0.052
H5 0.21233 -3.45364 -2.93808  0.444
H6 -1.41474 -3.01771 -2.32404  0.351
H7 0.69173 -6.14694 1.13430  0.593
H8 2.26841 -5.43726 0.78605  0.436
H9 4.13946 -7.22183 -0.08968  0.406
H10 3.77802 -6.75364 1.58469  0.397
H11 4.02689 -8.52160 1.11824  0.438
H12 1.71042 -9.48078 1.63453  0.392
H13 1.75556 -7.96382 2.52680  0.461
H14 0.28918 -8.31096 1.60496  0.357
H15 -1.18315 -9.14530 -1.76985  0.531
H16 0.04083 -10.36388 -1.44217  0.354
H17 -0.58984 -9.29548 -0.11119  0.200
H18 1.26398 -7.60044 -3.66661  0.301
H19 0.23982 -9.11337 -3.54806  0.352
H20 1.97267 -9.17929 -3.22453  0.359
H21 -0.20627 -6.56153 -2.56589  0.483
H22 -0.87822 -6.90587 -0.94087  0.353
C12 -6.09082 -12.78895 -0.49107  -1.108
C13 -4.62565 -12.42341 -0.37229  -0.226
O2 -4.43063 -11.01314 -0.56551  -0.304
C14 -4.66514 -10.24710 0.49814  0.341
O3 -5.01766 -10.64422 1.56427  -0.505
C15 -4.37257 -8.78815 0.16675  0.896
F1 -4.88229 -8.42719 -1.01264  -0.263
F2 -3.05599 -8.56139 0.10987  -0.229
F3 -4.87450 -7.95824 1.07262  -0.256
H23 -6.49576 -12.44074 -1.44273  0.302
H24 -6.22269 -13.86904 -0.42465  0.372
H25 -6.67828 -12.32021 0.29926  0.319
H26 -4.05498 -12.91964 -1.15637  0.321
H27 -4.20760 -12.74096 0.58361  0.322
C16 6.26040 -3.91945 0.93673  -1.115
C17 6.79698 -4.99744 1.85566  -0.178
O4 7.74904 -4.45481 2.78455  -0.317
C18 7.23156 -3.85758 3.85602  0.346
O5 6.06697 -3.74740 4.08281  -0.504
C19 8.34656 -3.37308 4.77612  0.883
F4 9.32100 -2.75989 4.10108  -0.248
F5 8.90448 -4.39349 5.43379  -0.255
F6 7.90080 -2.51514 5.68563  -0.240
H28 7.07910 -3.40122 0.43472  0.332
H29 5.60060 -4.35112 0.18329  0.331
H30 5.70071 -3.16803 1.49535  0.313
H31 7.33154 -5.74751 1.27395  0.335
H32 5.99401 -5.51118 2.38574  0.323
C20 0.38227 4.47420 -0.80163  -1.234
C21 -0.63035 3.36067 -0.97380  -0.109
O6 -0.24767 2.47878 -2.04445  -0.289
C22 0.65115 1.55068 -1.73379  0.345
O7 1.14699 1.40618 -0.65929  -0.517
C23 0.92052 0.65904 -2.94018  0.896
F7 1.08787 1.36127 -4.06214  -0.256
F8 -0.09862 -0.18179 -3.15228  -0.239
F9 2.01278 -0.08015 -2.78263  -0.252
H33 0.53237 5.00555 -1.74283  0.295
H34 0.04733 5.18418 -0.04513  0.429
H35 1.35324 4.08069 -0.49896  0.345
H36 -1.59384 3.77936 -1.25334  0.263
H37 -0.77319 2.80464 -0.05309  0.348
C24 4.82906 6.99356 -3.94605  -1.104
C25 5.14684 7.70407 -2.64655  -0.199
O8 4.03394 8.50294 -2.21224  -0.329
C26 3.06997 7.84786 -1.57031  0.185
O9 3.06949 6.67857 -1.34236  -0.496
C27 1.98107 8.81797 -1.12651  1.137
F10 1.64361 9.67302 -2.09193  -0.281
F11 2.37932 9.54953 -0.07821  -0.267
F12 0.86919 8.18957 -0.76299  -0.239
H38 4.51106 7.70975 -4.70549  0.307
H39 5.70344 6.45509 -4.31185  0.376
H40 4.01428 6.28039 -3.81530  0.302
H41 5.97693 8.39374 -2.79444  0.320
H42 5.44312 7.00246 -1.86595  0.319
C28 -5.84109 -1.55812 -0.20126  -1.193
C29 -4.38320 -1.17407 -0.05654  -0.005
O10 -4.20186 0.23921 -0.24913  -0.317
C30 -4.46466 1.00516 0.80798  0.307
O11 -4.83169 0.60755 1.86876  -0.503
C31 -4.18128 2.46659 0.47787  0.948
F13 -4.67190 2.82068 -0.71152  -0.267
F14 -2.86307 2.70545 0.44313  -0.252
F15 -4.70646 3.29429 1.37181  -0.253
H43 -6.23288 -1.21672 -1.16090  0.309
H44 -5.96035 -2.63964 -0.13505  0.377
H45 -6.44874 -1.09542 0.57732  0.334
H46 -3.79213 -1.66475 -0.82923  0.188
H47 -3.97873 -1.48481 0.90750  0.314
C32 1.32643 11.95994 1.48999  -1.240
C33 0.32094 10.89911 1.88967  0.201
O12 0.17296 10.84565 3.31930  -0.397
C34 -0.64006 11.75557 3.84889  0.355
O13 -1.23332 12.58664 3.23352  -0.507
C35 -0.74083 11.55389 5.35676  0.897
F16 0.45382 11.35081 5.91567  -0.248
F17 -1.49879 10.49299 5.65059  -0.256
F18 -1.28260 12.60411 5.96253  -0.246
H48 2.27763 11.79788 2.00041  0.300
H49 1.49589 11.94421 0.41405  0.336
H50 0.97778 12.95498 1.77005  0.419
H51 0.67637 9.91873 1.58206  0.249
H52 -0.64477 11.05831 1.40792  0.113
C36 -5.05957 11.13625 1.33415  -0.873
C37 -5.35414 10.12584 0.24415  -0.193
O14 -4.90354 10.60308 -1.03447  -0.344
C38 -3.60810 10.43649 -1.28673  0.353
O15 -2.82522 9.93426 -0.54181  -0.487
C39 -3.27552 10.94110 -2.68640  0.888
F19 -3.83509 12.12591 -2.93690  -0.252
F20 -3.71435 10.09229 -3.62013  -0.264
F21 -1.96691 11.08037 -2.86443  -0.228
H53 -5.48631 12.10788 1.08029  0.304
H54 -5.47556 10.80515 2.28587  0.377
H55 -3.98543 11.27995 1.45855  0.104
H56 -6.43006 9.98161 0.15301  0.329
H57 -4.91423 9.15305 0.46714  0.288

Its charge is 0. Its expectation value of S² is 0.75. For the highest occupied orbital energy (alpha / beta), the calculation gives -8.197 / -8.203 eV. The LUMO energy (alpha / beta) comes out at 0.35 / -0.09 eV. Its spin multiplicity is 2.

=====

Entry 2:
Here is C6H11N in the gas phase at a distorted geometry from the Open Molecules 2025 dataset. Energies are from ωB97M-V/def2-TZVPD.

Last column: Mulliken charge in e.
Positions of all 18 atoms, in Å:
C1 0.69720 -1.52546 2.24829  -1.299
C2 0.45016 -0.31778 1.36863  -0.263
C3 -0.64051 -0.53302 0.38134  -0.209
C4 0.03648 1.76439 -1.53719  -1.236
C5 -0.63140 0.58347 -2.06743  -0.249
C6 -0.58635 -0.49728 -1.00263  0.287
N1 -0.37571 -1.70358 -0.86211  -0.611
H1 1.49923 -1.35497 2.96590  0.377
H2 0.96181 -2.37640 1.62596  0.351
H3 -0.19076 -1.79280 2.82037  0.323
H4 0.19474 0.53568 1.99928  0.293
H5 1.35805 -0.04920 0.82702  0.245
H6 -1.61602 -0.70846 0.82893  0.362
H7 -0.42439 2.25973 -0.71675  0.339
H8 1.09199 1.67019 -1.39171  0.335
H9 -1.65748 0.82737 -2.30307  0.287
H10 -0.03588 2.48724 -2.41289  0.352
H11 -0.16295 0.22045 -2.96111  0.318

Its charge is 0. For the highest occupied orbital energy, the calculation gives -9.204 eV. The SMILES is CCC1=N[C@H]1CC. The LUMO energy comes out at 1.05 eV. For the energy above the lowest of the compared OMol25 structures with the same formula, charge and spin, the calculation gives 53.2 kcal per mole.

=====

Entry 3:
Here is C15H38BO9P3Sb as an isolated structure from the Open Molecules 2025 dataset. Energies are from ωB97M-V/def2-TZVPD.

Last column: Mulliken charge in e.
Positions of all 67 atoms, in Å:
C1 2.51755 -1.07868 4.29992  -1.224
C2 3.37391 -0.28052 3.30504  -0.091
C3 3.68525 -1.05095 2.01711  -1.312
C4 2.68094 -0.82346 0.85195  -0.032
O1 1.83244 0.25681 1.14117  -0.369
Sb1 0.21701 0.75375 -0.01438  0.142
C5 -1.06122 -0.94126 0.73162  0.131
C6 -0.50251 -1.69144 1.84790  -0.648
O2 -0.48594 -1.29242 2.99448  -0.581
C7 -1.57014 1.29070 -1.27534  -1.086
O3 -2.08520 0.14918 -1.96426  0.227
C8 -3.36505 0.33816 -2.50922  -0.791
C9 -4.16857 -0.98052 -2.50555  -0.712
O4 -3.76533 -1.88683 -1.51566  -0.295
C10 -4.39539 -1.70069 -0.25929  -0.130
C11 -4.01203 -2.87130 0.64478  -1.127
P1 1.20374 -0.66959 -2.00108  -0.226
P2 0.44931 -2.67754 -2.02592  0.848
O5 0.51886 -3.42442 -0.74894  -0.637
O6 1.34439 -3.43469 -3.15172  -0.532
O7 -1.03577 -2.69796 -2.64596  -0.472
B1 -0.44235 2.07107 1.72675  0.890
O8 -1.67349 2.73051 1.75508  -0.607
O9 0.41399 2.25353 2.75278  -0.101
C12 0.00928 2.90822 3.94402  -0.840
P3 1.58088 2.73066 -0.96920  -0.290
C13 3.33668 2.16281 -0.90477  -0.877
C14 1.23007 2.83188 -2.80964  -0.044
C15 2.45626 2.93757 -3.71802  -1.412
H1 1.88679 -0.42699 4.90855  0.221
H2 3.16086 -1.64624 4.98318  0.386
H3 1.87314 -1.79471 3.78622  0.258
H4 4.32932 -0.04759 3.79299  0.398
H5 2.89719 0.67228 3.07194  0.022
H6 3.69271 -2.12255 2.25560  0.437
H7 4.69631 -0.81672 1.66656  0.387
H8 2.10243 -1.74502 0.68320  0.006
H9 3.26130 -0.63116 -0.06048  0.280
H10 -1.36652 -1.55685 -0.11360  0.283
H11 -1.93772 -0.40125 1.11692  0.305
H12 -0.08489 -2.68416 1.61616  0.391
H13 -1.33321 2.08560 -1.99717  0.470
H14 -2.35838 1.67703 -0.61235  0.393
H15 -3.29466 0.69916 -3.54923  0.311
H16 -3.91085 1.11336 -1.95334  0.460
H17 -5.22864 -0.71476 -2.37107  0.384
H18 -4.08298 -1.49501 -3.46733  0.350
H19 -5.48270 -1.65205 -0.41261  0.525
H20 -4.05344 -0.75355 0.17918  0.136
H21 -3.42283 -3.58782 0.07090  0.284
H22 -3.43204 -2.54262 1.50788  0.198
H23 -4.90116 -3.38374 1.02172  0.359
H24 0.43642 -0.15706 -3.06820  -0.062
H25 1.53178 -4.31930 -2.80106  0.313
H26 -1.22447 -1.85285 -3.08095  0.258
H27 -2.41158 2.12905 1.60487  0.292
H28 -0.19820 3.96771 3.76788  0.288
H29 0.83233 2.81902 4.65521  0.246
H30 -0.87726 2.43122 4.37123  0.310
H31 3.56001 1.35344 -1.60338  0.292
H32 3.99502 3.00937 -1.11978  0.486
H33 3.52424 1.82854 0.11730  0.074
H34 0.61456 3.72767 -2.94668  0.438
H35 0.61369 1.99069 -3.14167  0.005
H36 3.18368 3.65498 -3.32734  0.324
H37 2.16557 3.28664 -4.71497  0.417
H38 2.95660 1.97366 -3.82994  0.273

Its charge is -1. For the highest occupied orbital energy, the calculation gives -3.874 eV. The LUMO energy comes out at 2.63 eV.

=====

Entry 4:
Here is C13H16Cl2N2O2 in the gas phase at a distorted geometry from the Open Molecules 2025 dataset. Energies are from ωB97M-V/def2-TZVPD.

Last column: Mulliken charge in e.
Positions of all 35 atoms, in Å:
O1 0.75286 0.60263 1.36757  -0.653
O2 -1.34632 -1.49083 -0.80954  -0.599
Cl1 -0.79756 1.85540 -3.48843  -0.266
Cl2 -2.92779 0.91697 0.37619  -0.197
C1 -0.16657 0.64527 0.56468  0.106
C2 -1.38253 -1.42277 0.39936  -0.213
C3 1.49649 3.25937 -3.21723  -0.572
C4 2.64605 3.71594 -2.54096  -0.710
C5 1.89123 2.56538 -0.54782  -0.428
C6 0.57913 2.41866 -2.57354  0.250
C7 2.81315 3.39845 -1.19203  0.750
C8 0.78692 2.02847 -1.23564  0.037
N1 3.89588 3.85618 -0.48428  -0.506
N2 -0.16964 1.23706 -0.67117  -0.079
C9 -1.47867 -0.02358 0.97565  0.455
C10 -1.29638 -4.01713 0.26009  -1.566
C11 -2.84494 -2.90047 1.87556  -1.542
C12 -0.36254 -2.72614 2.31294  -1.619
C13 -1.45295 -2.75280 1.20302  1.774
H1 1.32602 3.54933 -4.24176  0.393
H2 3.36847 4.35099 -3.05754  0.300
H3 2.06106 2.30972 0.50347  0.387
H4 4.69344 4.19419 -1.02659  0.206
H5 4.18038 3.45810 0.41195  0.218
H6 -1.02428 1.17242 -1.20540  0.240
H7 -1.51939 -0.09744 2.09312  0.384
H8 -2.17597 -4.12452 -0.38606  0.362
H9 -0.41649 -3.91241 -0.36474  0.369
H10 -1.20548 -4.95468 0.85366  0.380
H11 -3.63218 -3.07819 1.13163  0.410
H12 -3.18149 -2.02346 2.44328  0.345
H13 -2.82233 -3.76374 2.57730  0.390
H14 0.60646 -2.50839 1.89291  0.370
H15 -0.29696 -3.74452 2.71508  0.466
H16 -0.59705 -1.99347 3.08526  0.355

Its charge is 0. For the highest occupied orbital energy, the calculation gives -7.906 eV. The SMILES is CC(C)(C)C(=O)[C@H](Cl)C(=O)Nc1cc(N)ccc1Cl. The LUMO energy comes out at 0.21 eV. For the energy above the lowest of the compared OMol25 structures with the same formula, charge and spin, the calculation gives 0.0 kcal per mole.

=====

Entry 5:
Here is a 6-piece molecular cluster, C6H24O6 overall at a distorted geometry from the Open Molecules 2025 dataset. Energies are from ωB97M-V/def2-TZVPD.

Last column: Mulliken charge in e.
Positions of all 36 atoms, in Å:
C1 0.02753 3.09445 0.33539  0.021
O1 -1.38851 3.18972 0.21673  -0.588
H1 0.12268 2.21134 0.93746  -0.247
H2 0.54443 3.95187 0.75835  0.388
H3 0.37130 3.00572 -0.68281  0.114
H4 -1.65688 4.09279 -0.10083  0.304
C2 -1.63626 -0.59580 0.46065  0.161
O2 -2.10215 0.53259 1.21811  -0.559
H5 -2.21372 -1.50382 0.70147  0.297
H6 -0.66588 -0.81357 0.71275  -0.163
H7 -1.67808 -0.29381 -0.59223  0.045
H8 -1.98467 1.38132 0.79144  0.305
C3 0.53623 -3.65438 0.09181  -0.408
O3 1.26424 -3.03199 1.10480  -0.495
H9 -0.05989 -2.93656 -0.48237  0.057
H10 -0.25275 -4.41229 0.39520  0.261
H11 1.22182 -4.08720 -0.62640  0.271
H12 1.36747 -2.09982 0.90492  0.024
C4 2.06261 -0.38189 -0.68619  -0.367
O4 1.04849 -0.84322 -1.55918  -0.437
H13 1.75685 0.61805 -0.33212  0.027
H14 2.98042 -0.29525 -1.20270  0.318
H15 2.33042 -1.10831 0.08285  0.350
H16 0.71023 -0.10446 -1.98875  0.395
C5 0.33232 -0.07774 3.31353  -0.530
O5 1.42503 -0.42047 2.49691  -0.442
H17 -0.54793 -0.71883 3.26276  0.241
H18 0.06801 0.93951 2.98557  0.168
H19 0.60535 -0.11874 4.35256  0.312
H20 2.09069 0.26776 2.59998  0.282
C6 -1.20671 0.37405 -3.34825  -0.880
O6 -0.45534 1.21010 -2.52384  -0.508
H21 -2.11147 0.98000 -3.57243  0.396
H22 -1.63258 -0.48061 -2.89294  0.302
H23 -0.72618 0.06053 -4.24730  0.288
H24 -0.54716 2.06896 -2.88489  0.297

Its charge is 0. For the highest occupied orbital energy, the calculation gives -9.548 eV. The SMILES is CO.CO.CO.CO.CO.CO. The LUMO energy comes out at 0.19 eV. For the energy above the lowest of the compared OMol25 structures with the same formula, charge and spin, the calculation gives 106.7 kcal per mole.

=====

- The lowest charge belongs to which entry?
  C15H38BO9P3Sb